{
  "formula": "C33H41F16N2O15P",
  "method": "ωB97M-V with the def2-TZVPD basis set",
  "elements": ["C", "C", "O", "C", "C", "C", "O", "F", "C", "O", "C", "O", "O", "C", "P", "N", "C", "C", "C", "N", "C", "C", "H", "H", "H", "H", "H", "H", "H", "H", "H", "H", "H", "H", "H", "H", "H", "H", "C", "C", "O", "C", "O", "C", "F", "F", "F", "H", "H", "H", "H", "H", "C", "C", "O", "C", "O", "C", "F", "F", "F", "H", "H", "H", "H", "H", "C", "C", "O", "C", "O", "C", "F", "F", "F", "H", "H", "H", "H", "H", "C", "C", "O", "C", "O", "C", "F", "F", "F", "H", "H", "H", "H", "H", "C", "C", "O", "C", "O", "C", "F", "F", "F", "H", "H", "H", "H", "H"],
  "xyz": [[-2.951, 1.183, 3.050], [-3.296, 0.488, 1.739], [-2.295, -0.400, 1.242], [-1.090, 0.115, 0.703], [-1.149, 1.576, 0.273], [0.111, 2.124, -0.319], [1.073, 1.548, -0.695], [0.044, 3.475, -0.412], [-0.786, -0.774, -0.545], [-0.946, -0.119, -1.785], [0.570, -1.425, -0.329], [1.073, -2.294, -0.965], [1.147, -0.874, 0.781], [0.093, -0.396, 1.628], [-0.512, -1.981, 2.500], [0.613, -2.780, 3.226], [0.692, 0.533, 2.668], [1.707, 1.415, 2.305], [2.223, 2.279, 3.261], [1.815, 2.331, 4.525], [0.873, 1.460, 4.869], [0.288, 0.552, 3.999], [-3.790, 1.811, 3.348], [-2.010, 1.729, 3.035], [-2.853, 0.415, 3.821], [-3.646, 1.180, 0.971], [-4.145, -0.158, 1.954], [-1.459, 2.252, 1.069], [-1.909, 1.671, -0.508], [-1.537, -1.569, -0.518], [-1.339, -0.743, -2.400], [-1.154, -2.741, 1.506], [-1.523, -1.626, 3.407], [1.539, -2.379, 3.144], [2.114, 1.436, 1.307], [2.999, 2.977, 2.967], [0.538, 1.485, 5.899], [-0.472, -0.123, 4.363], [5.505, -0.062, -1.919], [4.663, 0.353, -0.734], [5.482, 0.675, 0.412], [5.974, 1.900, 0.447], [5.825, 2.767, -0.362], [6.760, 2.103, 1.759], [7.536, 1.055, 2.036], [5.897, 2.264, 2.777], [7.523, 3.186, 1.686], [6.158, -0.893, -1.650], [4.862, -0.372, -2.741], [6.135, 0.760, -2.259], [4.027, -0.470, -0.412], [4.018, 1.199, -0.971], [1.384, 0.784, -3.807], [2.034, 1.654, -4.858], [1.923, 1.059, -6.171], [0.782, 1.263, -6.806], [-0.165, 1.880, -6.418], [0.840, 0.605, -8.201], [1.378, -0.618, -8.141], [1.588, 1.350, -9.023], [-0.379, 0.501, -8.718], [1.803, -0.224, -3.831], [1.538, 1.202, -2.815], [0.313, 0.700, -3.979], [3.103, 1.751, -4.680], [1.607, 2.655, -4.870], [-8.323, -4.228, -1.372], [-7.032, -3.508, -1.690], [-7.051, -2.163, -1.145], [-6.724, -2.048, 0.126], [-6.425, -2.917, 0.890], [-6.704, -0.557, 0.519], [-7.755, 0.110, 0.043], [-5.588, 0.007, 0.021], [-6.686, -0.414, 1.842], [-9.177, -3.651, -1.728], [-8.337, -5.207, -1.848], [-8.438, -4.365, -0.297], [-6.912, -3.369, -2.758], [-6.162, -4.043, -1.316], [6.217, 4.487, 5.613], [4.736, 4.593, 5.904], [4.504, 5.074, 7.246], [4.554, 6.384, 7.412], [4.768, 7.214, 6.580], [4.241, 6.732, 8.883], [4.880, 5.915, 9.726], [2.925, 6.614, 9.105], [4.602, 7.980, 9.154], [6.707, 3.860, 6.358], [6.373, 4.051, 4.628], [6.693, 5.468, 5.639], [4.263, 3.615, 5.859], [4.231, 5.239, 5.188], [-1.414, -6.727, -4.923], [-2.221, -5.769, -5.769], [-3.640, -6.007, -5.617], [-4.216, -5.449, -4.571], [-3.705, -4.768, -3.731], [-5.727, -5.758, -4.581], [-5.977, -7.032, -4.877], [-6.347, -4.989, -5.484], [-6.251, -5.493, -3.382], [-1.676, -7.758, -5.159], [-0.350, -6.583, -5.109], [-1.603, -6.568, -3.861], [-2.021, -5.919, -6.827], [-1.997, -4.730, -5.528]],
  "energy_ev": -121347.80248,
  "smiles": "CCO[C@]1(CC(=O)F)[C@@H](O)C(=O)O[C@@]1([PH2]=N)c1ccncc1.CCOC(=O)C(F)(F)F.CCOC(=O)C(F)(F)F.CCOC(=O)C(F)(F)F.CCOC(=O)C(F)(F)F.CCOC(=O)C(F)(F)F",
  "fmax_ev_per_a": 1.60,
  "gap_ev": 8.71
}


{
  "formula": "C22H13ClCo2O8S",
  "method": "ωB97M-V with the def2-TZVPD basis set",
  "elements": ["Cl", "C", "S", "C", "C", "C", "C", "C", "C", "O", "O", "H", "H", "H", "H", "H", "H", "O", "C", "Co", "C", "O", "C", "O", "C", "C", "C", "C", "C", "C", "C", "C", "C", "Co", "C", "O", "C", "O", "C", "O", "H", "H", "H", "H", "H", "H", "H"],
  "xyz": [[-0.990, -1.452, -1.880], [-0.226, -0.497, -0.610], [1.555, -1.093, -0.691], [2.114, -1.236, -2.413], [2.090, -2.482, -3.058], [2.891, -2.697, -4.180], [3.760, -1.715, -4.662], [3.716, -0.446, -4.076], [2.903, -0.209, -2.950], [2.356, -0.072, -0.052], [1.681, -2.489, -0.316], [-0.160, 0.591, -0.947], [1.479, -3.302, -2.676], [2.829, -3.678, -4.640], [4.490, -1.967, -5.427], [4.337, 0.361, -4.474], [2.867, 0.750, -2.426], [-3.280, 4.952, 0.233], [-2.678, 4.109, 0.790], [-2.991, 2.263, 1.194], [-4.612, 2.346, 1.929], [-5.670, 2.472, 2.391], [-3.416, 1.858, -0.494], [-3.752, 1.608, -1.572], [-1.504, 1.759, 2.126], [-1.940, 0.808, 1.221], [-1.647, -0.467, 0.637], [-1.034, -1.550, 1.505], [-1.641, -2.793, 1.697], [-0.834, -3.899, 1.988], [0.545, -3.753, 2.145], [1.102, -2.480, 2.064], [0.309, -1.348, 1.877], [-1.015, 3.648, 1.788], [-0.771, 5.376, 1.699], [-0.586, 6.516, 1.668], [0.068, 3.335, 0.379], [0.753, 3.195, -0.551], [-0.116, 3.903, 3.328], [0.504, 4.116, 4.277], [-1.166, 1.510, 3.157], [-2.299, -0.758, -0.250], [-2.733, -2.878, 1.592], [-1.273, -4.888, 2.058], [1.177, -4.637, 2.313], [2.164, -2.362, 2.227], [0.646, -0.325, 2.066]],
  "e_above_lowest_kj_mol": 264.75,
  "energy_ev": -138009.68944,
  "fmax_ev_per_a": 5.43,
  "charge": -2,
  "gap_ev": 3.46
}


{
  "formula": "C14H20IN2O4P",
  "method": "ωB97M-V with the def2-TZVPD basis set",
  "elements": ["I", "C", "C", "C", "C", "C", "C", "C", "C", "N", "C", "C", "N", "C", "H", "H", "H", "H", "H", "H", "H", "H", "H", "H", "H", "C", "O", "P", "O", "O", "C", "O", "C", "H", "H", "H", "H", "H", "H", "H", "H", "H"],
  "xyz": [[6.816, -3.410, -0.766], [4.879, -2.343, -0.880], [4.633, -1.856, -2.385], [3.127, -1.363, -2.692], [2.127, -2.561, -2.281], [2.534, -3.989, -2.702], [1.590, -5.172, -2.275], [0.316, -4.838, -1.465], [-0.107, -3.371, -1.040], [-1.313, -3.249, -0.266], [-1.504, -1.874, 0.059], [-0.607, -0.680, -0.376], [0.578, -0.843, -1.148], [0.839, -2.222, -1.463], [4.112, -3.092, -0.485], [4.845, -1.445, -0.149], [4.954, -2.675, -3.138], [5.322, -0.956, -2.625], [2.952, -0.414, -2.054], [2.990, -1.065, -3.800], [3.478, -4.268, -3.284], [1.864, -6.247, -2.536], [-0.352, -5.719, -1.133], [-2.423, -1.623, 0.712], [-0.891, 0.390, -0.067], [-2.419, 5.592, 0.922], [-2.210, 4.246, 0.532], [-2.551, 3.021, 1.498], [-2.003, 1.729, 1.030], [-4.146, 3.010, 1.649], [-4.846, 4.013, 2.365], [-2.014, 3.472, 2.940], [-2.010, 2.473, 3.954], [-1.853, 6.236, 0.247], [-3.475, 5.852, 0.831], [-2.071, 5.771, 1.941], [-5.396, 4.639, 1.660], [-4.186, 4.638, 2.967], [-5.562, 3.527, 3.030], [-2.885, 1.823, 3.869], [-2.034, 2.967, 4.926], [-1.100, 1.877, 3.877]],
  "energy_ev": -43398.94334,
  "smiles": "ICCCc1cccc2nccnc12.COP(=O)(OC)OC",
  "fmax_ev_per_a": 5.97,
  "gap_ev": 7.69
}


{
  "formula": "C3H6NPS",
  "method": "ωB97M-V with the def2-TZVPD basis set",
  "elements": ["C", "C", "C", "N", "P", "S", "H", "H", "H", "H", "H", "H"],
  "xyz": [[1.688, 0.103, 2.276], [0.137, -0.594, -1.508], [-0.725, -1.059, -0.415], [1.645, -0.765, 1.563], [-1.301, 1.853, -0.187], [-1.614, 0.009, 0.533], [-0.332, 0.206, -2.094], [1.108, -0.076, -1.258], [0.363, -1.504, -2.124], [-0.392, -2.002, 0.021], [1.775, 1.113, 2.822], [-2.352, 2.715, 0.371]],
  "e_above_lowest_kj_mol": 273.16,
  "energy_ev": -24819.12380,
  "fmax_ev_per_a": 5.52,
  "gap_ev": [7.08, 7.42]
}